(1)
Formula: C48H107N5O8
Source: the Open Molecules 2025 dataset
Level of theory: wB97M-V/def2-TZVPD

CARTESIAN COORDINATES (ANGSTROEM)
1 C 2.173 -1.959 40.553
2 H 6.357 -2.462 43.282
3 C 5.361 -0.774 42.252
4 C 5.833 1.378 34.450
5 H 6.283 0.335 43.885
6 H 9.254 -1.065 37.276
7 H 3.995 -4.285 41.230
8 C 2.175 -0.158 42.257
9 C -3.185 -2.906 34.170
10 H 7.537 3.529 35.260
11 H 6.636 0.867 41.351
12 C -0.617 -2.385 36.970
13 H 4.852 3.824 40.059
14 C -0.121 -3.404 34.763
15 H 4.397 1.207 37.546
16 N 4.193 -1.574 41.851
17 H 6.762 5.986 40.441
18 H 2.643 1.556 49.816
19 H 8.340 2.368 37.945
20 C 7.419 3.242 36.308
21 H 4.865 -0.599 44.367
22 H -3.074 -6.440 33.991
23 H -4.588 -3.662 35.595
24 C -2.343 -2.202 35.262
25 H 1.961 2.832 48.812
26 N -2.365 4.065 39.216
27 H -1.062 -5.234 37.808
28 H 4.917 1.480 39.634
29 C 5.828 0.166 41.134
30 H 3.315 2.564 43.924
31 C 8.204 0.753 36.462
32 C -0.164 4.097 40.089
33 N 3.691 2.059 46.535
34 H 4.841 1.484 34.015
35 O 2.955 0.979 45.960
36 H 3.583 4.817 48.711
37 H -1.667 4.575 42.487
38 H 4.293 -0.191 36.610
39 C 4.590 0.573 48.285
40 H 7.587 4.153 36.889
41 O 4.033 -5.122 40.750
42 H -1.772 2.435 42.132
43 H 5.605 4.165 41.630
44 H 0.066 5.124 39.776
45 H 5.275 4.984 48.419
46 H 0.218 -2.885 37.467
47 H 8.622 1.322 34.424
48 C -0.505 3.513 37.632
49 H 0.555 4.013 40.910
50 H 4.709 0.936 43.467
51 H 3.671 4.217 43.912
52 H 1.465 0.502 41.751
53 H 1.557 -0.904 42.759
54 H -2.827 2.096 40.852
55 H 4.716 -2.405 46.517
56 H 4.938 3.043 44.409
57 O 3.823 -2.570 42.752
58 H -2.982 -1.899 36.092
59 H 6.274 0.461 34.049
60 H -1.524 -6.601 34.899
61 H 2.726 0.394 43.016
62 C 1.891 3.632 46.053
63 C 4.200 4.446 46.654
64 H -3.880 3.952 36.954
65 C 4.656 0.981 40.569
66 C -2.069 4.835 41.506
67 H 1.500 -2.440 41.254
68 H -3.515 -6.999 36.324
69 H 4.598 -5.594 38.796
70 H 4.071 -0.332 47.934
71 C -2.804 4.097 36.860
72 H 2.680 0.675 39.878
73 H 4.757 -3.404 44.949
74 C 6.014 2.705 36.536
75 H 1.397 3.580 38.719
76 C 4.411 4.371 48.149
77 H -3.941 -2.275 33.703
78 H -2.654 5.183 36.886
79 H -0.155 -1.451 36.641
80 H 6.475 2.143 34.010
81 H 5.786 2.765 48.277
82 H 9.922 0.407 35.182
83 O 2.978 -2.568 45.450
84 H 3.767 5.401 46.347
85 H 4.785 2.935 49.649
86 H 9.413 2.557 36.577
87 C 5.806 1.282 36.003
88 H 2.275 -3.200 45.290
89 H 4.274 1.618 41.370
90 H 4.097 -4.055 46.428
91 C -1.236 -3.140 35.789
92 H -0.552 -3.620 33.781
93 H -0.287 2.808 36.832
94 H 5.217 4.401 46.246
95 H 7.430 -1.225 42.641
96 H 3.690 -2.127 43.611
97 H -2.545 -3.250 33.357
98 H 2.734 -2.653 39.918
99 H 0.385 -4.338 35.009
100 C -2.243 -5.910 34.461
101 O -0.959 -5.239 36.851
102 H -1.427 -2.223 37.683
103 H -0.315 4.544 37.325
104 C 5.287 0.022 43.573
105 C 3.538 0.034 40.104
106 H 3.779 -0.446 39.154
107 C 3.072 -0.888 41.219
108 H 8.445 -0.056 38.483
109 H 6.572 3.582 40.302
110 C -1.596 3.844 40.445
111 H 6.188 -0.364 40.242
112 H 4.624 0.294 49.340
113 H -3.602 -5.674 37.546
114 C -2.893 -5.050 35.566
115 C 8.839 0.474 35.075
116 H -4.804 -5.870 36.245
117 C 4.745 2.963 48.556
118 C 4.234 -3.128 45.866
119 H 1.627 -1.554 39.689
120 H -2.510 3.830 35.843
121 H -1.864 5.892 41.313
122 C -1.802 2.425 41.044
123 O 5.988 5.545 40.100
124 O -3.743 4.186 39.416
125 H -1.866 -1.284 34.909
126 O 6.590 -0.936 35.994
127 C 5.729 4.243 40.543
128 H -3.147 4.839 41.689
129 C -3.862 -4.079 34.894
130 H -4.440 -4.597 34.123
131 H 3.530 1.223 35.931
132 H 5.801 -4.590 39.774
133 C 6.517 -1.794 42.439
134 C -2.016 3.388 37.980
135 H 1.679 4.271 46.918
136 C -3.747 -5.947 36.504
137 H 5.842 2.866 37.611
138 H 0.561 -2.567 34.643
139 H 5.181 3.303 36.153
140 H -1.705 -5.384 33.675
141 H 1.496 4.172 45.189
142 H 8.471 -0.448 34.635
143 H -1.729 1.325 38.449
144 H 0.355 2.224 39.154
145 H 1.274 2.757 46.253
146 C 0.359 3.285 38.879
147 C 3.380 3.368 45.937
148 H -3.928 5.127 39.317
149 C 3.887 3.311 44.485
150 C 4.394 0.893 36.500
151 H 3.651 0.314 46.031
152 H 9.946 0.431 37.756
153 H -1.127 1.727 40.553
154 C 2.522 1.898 48.784
155 H -3.448 1.760 38.306
156 H 6.789 -1.472 36.771
157 C 8.983 -0.036 37.532
158 H -2.385 1.558 36.859
159 H 1.814 1.150 48.405
160 N 6.787 0.365 36.553
161 C 4.762 -4.828 39.549
162 N -1.908 -4.313 36.353
163 H 4.286 -3.933 39.129
164 C 8.412 2.226 36.863
165 H 6.731 -2.302 41.499
166 H 5.587 0.567 47.845
167 C -2.458 1.919 37.885
168 C 3.833 1.858 47.976

Values from the calculation:
M = 882.41 g/mol
Strongest force on any atom = 2.4 eV Å⁻¹
LUMO = 0.4 eV
HOMO energy = -8.140 eV
Gap between HOMO and LUMO = 8.6 eV
Total energy = -2768.458341 a.u.
Energy relative to the best compared isomer or geometry (same formula, charge and spin) = 2.182 eV
Structure (SMILES) = CC1(C)CCCC(C)(C)N1O.CC1(C)CCCC(C)(C)N1O.CC1(C)CCCC(C)(C)N1O.CC1(C)CCCC(C)(C)N1O.CC1(C)CCCC(C)(C)N1O.CO.CO.CO

Atomic partial charges in e from the Mulliken method, atoms 1 to 99: -1.899, 0.220, 1.965, -1.679, 0.658, 0.471, 0.353, -1.445, -0.712, 0.350, 0.511, -2.569, -0.023, -1.718, -0.023, 1.025, 0.310, 0.455, 0.413, -0.873, -0.121, 0.510, 0.445, -1.353, 0.290, 0.294, 0.338, -0.762, -1.885, 0.207, 1.758, -1.407, 0.531, 0.404, -0.323, 0.356, 0.344, 0.435, -2.117, 0.488, -0.626, 0.496, 0.225, 0.343, 0.423, 0.557, 0.363, -1.334, 0.451, -0.410, 0.564, 0.160, 0.437, 0.269, 0.050, 0.516, -0.351, 0.424, 0.359, 0.417, 0.081, -1.717, -1.339, 0.433, 1.665, -2.016, 0.344, 0.355, 0.343, 0.520, -2.177, -0.019, 0.170, -0.804, 0.470, -0.638, 0.374, 0.500, 0.443, 0.279, 0.426, 0.485, -0.444, 0.389, 0.351, 0.428, 1.524, 0.237, -0.326, 0.423, 2.035, 0.306, 0.485, 0.403, 0.456, 0.138, 0.333, 0.044, 0.375

---

(2)
Formula: C48H110N8O2
Source: the Open Molecules 2025 dataset
Level of theory: wB97M-V/def2-TZVPD

CARTESIAN COORDINATES (ANGSTROEM)
1 H 4.789 0.410 2.369
2 H -1.868 -5.382 -4.729
3 H 3.046 0.165 -7.273
4 C 5.160 0.997 1.533
5 H -2.598 -3.500 -2.344
6 C -2.252 1.253 -3.392
7 H -0.023 -4.445 -4.582
8 C 0.389 -3.746 -3.847
9 C 1.522 1.501 3.505
10 H 0.840 1.101 4.240
11 H 6.655 1.475 -0.779
12 N 1.406 3.908 4.172
13 H 2.317 -1.690 -0.412
14 H 3.684 -7.010 2.407
15 H 3.807 0.519 -0.216
16 H 2.911 5.012 5.117
17 C 2.164 5.078 4.316
18 H -3.930 5.714 4.486
19 H 3.324 -3.674 -0.748
20 C -5.899 -2.992 -2.300
21 H -0.698 -3.944 -0.114
22 C 2.831 5.539 2.992
23 C 4.070 -6.823 1.408
24 H 0.652 -0.341 -6.363
25 H 3.296 -3.174 2.608
26 H 5.104 -6.494 1.501
27 N 0.305 0.640 -0.729
28 C -0.228 -2.694 -1.795
29 C 7.138 1.373 0.204
30 C 4.098 1.330 0.464
31 H 7.569 -2.661 0.366
32 H -4.234 -2.531 2.458
33 H -6.395 5.249 5.323
34 C 2.740 -3.595 0.173
35 H 1.535 -0.623 -3.542
36 H -0.030 3.239 -7.253
37 H 1.523 5.868 4.705
38 C -2.414 -5.081 -3.836
39 C 3.058 -4.235 2.458
40 C -6.845 4.469 4.716
41 H -0.450 -2.208 0.217
42 H 4.002 -7.779 0.890
43 H 2.575 1.520 -3.848
44 C -6.943 -0.407 0.229
45 H 3.330 -0.757 -3.832
46 C 2.652 -2.134 0.520
47 N 3.412 -4.467 1.080
48 C 2.421 0.949 -4.764
49 H -4.863 -0.903 2.320
50 H -5.108 2.542 1.649
51 H -7.067 3.554 5.276
52 C 1.015 0.639 -6.643
53 C -3.330 0.247 -1.498
54 H 1.253 4.573 7.032
55 H -2.019 -0.060 0.226
56 H -2.575 4.920 5.371
57 H 1.977 -1.851 1.318
58 H 3.224 6.551 3.043
59 H -5.070 -2.320 -2.548
60 H 0.060 4.485 -6.042
61 H 2.358 1.399 -8.295
62 C 7.413 2.764 0.747
63 C 0.785 3.671 6.620
64 C 1.373 2.798 -5.631
65 H -2.962 1.577 1.393
66 C -3.282 4.839 4.543
67 H 0.857 -2.705 -1.710
68 H -6.449 -2.865 1.463
69 H 0.882 -3.996 2.276
70 H 2.345 -3.954 -4.503
71 H 8.116 0.904 -0.078
72 H -4.300 0.647 -3.374
73 C -5.972 4.178 3.489
74 H 3.595 -5.848 -0.414
75 H -3.915 3.780 1.854
76 H -7.083 1.626 -0.235
77 H -6.611 3.837 2.662
78 H 1.855 -0.309 -8.374
79 H 1.617 3.279 -4.680
80 H -2.293 -5.923 -3.126
81 H -0.572 -1.725 -2.170
82 H -6.378 0.039 1.061
83 H -8.233 0.694 -1.158
84 H 1.359 -5.528 2.731
85 C 6.344 -0.927 0.591
86 O 0.253 0.256 0.421
87 C 1.830 -4.090 -3.550
88 H 0.126 1.010 -7.149
89 H 4.444 2.146 -0.192
90 N -6.168 -1.515 -0.223
91 H 8.261 -1.498 1.495
92 H -4.639 3.566 5.603
93 H -6.556 0.668 -1.681
94 H 1.002 1.675 2.570
95 H 6.541 3.399 0.711
96 C 7.701 -1.597 0.572
97 H -0.265 4.670 5.070
98 H 3.772 -4.752 3.103
99 H -0.135 3.419 7.158
100 C 1.628 -4.487 2.895
101 C -4.589 -1.770 1.733
102 H -3.493 -5.021 -4.000
103 C 0.371 3.794 5.142
104 C -6.849 -2.253 -1.323
105 H -7.355 -1.548 -1.979
106 H 3.617 -1.712 0.782
107 H 2.798 2.496 4.948
108 H -2.277 1.565 -4.433
109 H 1.956 -5.152 -3.307
110 H -7.871 -0.662 0.743
111 H -1.977 -2.843 -0.441
112 H 3.005 3.000 3.310
113 H 7.995 2.682 1.641
114 C -1.969 -3.751 -3.189
115 H 1.458 -4.165 3.920
116 C -0.885 -2.936 -0.469
117 H 1.501 2.864 6.675
118 C 2.237 2.745 4.036
119 C 2.363 -0.494 -4.264
120 H 8.076 3.279 0.027
121 H 2.212 -1.194 -5.092
122 H -0.134 1.699 -3.127
123 H 3.190 1.696 0.968
124 H 3.719 4.953 2.742
125 N -4.949 3.155 3.621
126 H -7.688 -2.885 -1.004
127 N 6.412 0.451 1.068
128 C -3.392 0.764 -2.772
129 H 2.265 0.732 3.281
130 C -7.196 0.692 -0.794
131 H 8.347 -1.208 -0.214
132 C 2.111 0.518 -7.699
133 H -0.268 2.958 4.826
134 H 2.102 5.450 2.198
135 C -0.997 0.838 -1.403
136 H 5.768 -1.515 1.308
137 C -4.015 3.538 4.712
138 H -0.775 3.003 -5.656
139 H -3.724 -1.519 1.120
140 N 1.230 1.405 -5.446
141 C 3.229 -5.852 0.620
142 H -5.462 -3.938 -1.920
143 C -2.135 0.335 -0.778
144 H 5.375 1.912 2.094
145 H 5.877 -1.046 -0.384
146 H 2.304 -3.527 -2.755
147 H -7.826 4.685 4.305
148 H -6.471 -3.195 -3.206
149 C -3.248 1.792 2.415
150 H 2.190 3.030 -6.351
151 O 1.368 0.984 -1.276
152 H -5.583 5.161 3.238
153 C -4.313 2.878 2.323
154 H 2.187 -6.146 0.542
155 H 3.333 1.085 -5.329
156 H 1.740 -3.947 -0.130
157 N -0.552 -3.782 -2.718
158 H -2.387 1.985 3.062
159 H -2.642 4.831 3.650
160 C -1.061 1.375 -2.663
161 H -3.291 2.760 4.924
162 C -5.683 -2.374 0.848
163 H -3.652 0.833 2.806
164 H -4.183 -0.270 -1.038
165 H 0.301 -2.798 -4.418
166 H -2.141 -2.976 -3.962
167 C 0.080 3.416 -6.186
168 H -5.339 -3.274 0.347

Values from the calculation:
M = 831.46 g/mol
Strongest force on any atom = 2.3 eV Å⁻¹
LUMO = -0.5 eV
HOMO energy = -7.915 eV
Gap between HOMO and LUMO = 7.4 eV
Total energy = -2483.166302 a.u.
Energy relative to the best compared isomer or geometry (same formula, charge and spin) = 0.000 eV
Structure (SMILES) = O=[N+]([O-])c1ccccc1.CCN(CC)CC.CCN(CC)CC.CCN(CC)CC.CCN(CC)CC.CCN(CC)CC.CCN(CC)CC.CCN(CC)CC

Atomic partial charges in e from the Mulliken method, atoms 1 to 99: 0.335, 0.400, 0.297, -1.333, -0.082, -0.433, 0.367, -0.186, -1.347, 0.545, 0.329, 0.388, -0.082, 0.315, -0.009, 0.318, -0.629, 0.387, 0.179, -0.994, 0.400, -1.277, -1.465, 0.337, 0.152, 0.303, 1.472, 0.961, -0.258, -0.314, 0.467, 0.472, 0.286, -0.679, -0.056, 0.349, 0.530, -1.491, -0.551, -1.461, 0.125, 0.463, 0.595, -0.247, 0.496, 0.121, 0.172, -1.446, 0.464, -0.032, 0.360, -0.775, -0.396, 0.284, 1.232, 0.350, 0.293, 0.421, 0.060, 0.434, 0.304, -1.477, -1.295, -0.576, 0.137, -0.916, -1.175, 0.317, 0.072, 0.446, 0.339, 0.335, -0.449, 0.363, 0.319, 0.330, 0.434, 0.411, 0.440, 0.328, 0.306, 0.008, 0.389, 0.313, 0.174, -0.666, -0.967, 0.610, 0.477, 1.022, 0.340, 0.451, 0.186, 0.237, 0.301, -1.570, 0.384, 0.600, 0.458